Density functional theory data (ωB97M-V/def2-TZVPD) for a cluster of 10 separate species, C5H29NO10 in total in a non-equilibrium geometry.

Atoms and positions in Å:
N: 0.27 -1.04 1.90
C: 0.36 0.21 1.09
C: -0.72 1.15 1.47
C: -2.11 0.76 0.88
C: -2.53 1.86 -0.14
C: -2.15 1.56 -1.54
O: -1.36 0.65 -1.83
H: 0.78 -1.77 1.51
H: 0.57 -0.85 2.75
H: 0.41 0.07 -0.06
H: 1.30 0.64 1.22
H: -0.38 2.07 0.99
H: -0.90 1.21 2.53
H: -2.84 0.71 1.68
H: -2.05 -0.22 0.41
H: -3.66 2.06 -0.16
H: -2.29 2.94 0.16
H: -2.43 2.27 -2.36
O: 3.53 -0.56 1.59
H: 3.66 0.27 1.14
H: 2.82 -0.43 2.14
O: 2.17 0.94 -2.23
H: 1.49 0.31 -2.52
H: 2.83 0.30 -1.92
O: -1.11 -1.91 -2.95
H: -1.72 -1.30 -3.41
H: -0.48 -1.27 -2.64
O: 0.59 -3.50 0.60
H: 1.24 -3.48 -0.16
H: 0.24 -4.37 0.54
O: -2.39 -2.26 -0.04
H: -1.57 -1.83 0.27
H: -2.21 -2.18 -0.97
O: 2.56 -1.83 -0.90
H: 3.44 -2.23 -0.89
H: 2.31 -1.74 0.02
O: -3.17 -2.21 2.52
H: -3.42 -2.14 1.60
H: -2.13 -2.37 2.39
O: 3.06 2.12 -0.05
H: 2.60 1.85 -0.77
H: 3.63 2.80 -0.13
O: 0.60 4.23 -1.63
H: -0.22 4.20 -1.08
H: 1.37 4.27 -1.00

Summary:
SMILES: NCCCCC=O.O.O.O.O.O.O.O.O.O
HOMO, eV: -9.55
Kohn-Sham gap, eV: 9.73


Density functional theory data (ωB97M-V/def2-TZVPD) for a structure of composition C47H99InN5O7 in a non-equilibrium geometry.

Atoms and positions in Å:
In: 1.10 -0.51 4.57
O: 2.04 -0.34 1.78
C: 1.05 -0.63 0.78
C: -0.53 -0.46 1.06
O: -1.19 -0.49 2.36
H: 1.23 -1.65 0.45
H: 1.21 -0.09 -0.15
H: -1.05 -1.11 0.36
H: -0.78 0.48 0.57
C: -2.92 1.81 -1.30
C: -2.95 3.37 -1.10
C: -3.11 3.94 -2.52
C: -3.73 5.31 -2.49
C: -5.17 5.27 -1.98
C: -5.00 4.90 -0.46
N: -4.09 3.71 -0.25
O: -4.06 3.33 1.08
C: -4.52 6.03 0.39
C: -6.44 4.59 -0.06
C: -1.59 3.61 -0.56
H: -3.82 1.60 -1.87
H: -3.09 1.29 -0.36
H: -2.03 1.25 -1.62
H: -2.19 4.03 -3.11
H: -3.68 3.35 -3.24
H: -3.80 5.82 -3.45
H: -3.15 6.14 -2.09
H: -5.65 4.47 -2.53
H: -5.68 6.19 -2.28
H: -4.71 5.79 1.44
H: -3.44 6.10 0.30
H: -5.11 6.88 0.06
H: -6.90 3.76 -0.59
H: -6.44 4.26 0.98
H: -7.11 5.43 -0.23
H: -0.88 3.06 -1.18
H: -1.53 3.15 0.42
H: -1.47 4.68 -0.37
H: -3.62 4.08 1.50
C: 2.68 -2.43 -6.74
C: 1.84 -1.57 -5.71
C: 2.32 -1.81 -4.24
C: 1.80 -0.91 -3.15
C: 2.27 0.54 -3.56
C: 1.76 0.98 -4.96
N: 2.01 -0.10 -5.99
O: 1.54 0.26 -7.27
C: 0.25 1.36 -5.01
C: 2.67 2.20 -5.25
C: 0.34 -2.05 -5.88
H: 3.68 -2.02 -6.61
H: 2.31 -2.23 -7.75
H: 2.64 -3.51 -6.58
H: 1.96 -2.81 -3.99
H: 3.39 -1.87 -4.03
H: 2.28 -1.16 -2.20
H: 0.72 -0.97 -3.02
H: 3.36 0.50 -3.62
H: 2.08 1.30 -2.80
H: -0.27 1.37 -5.97
H: -0.35 0.69 -4.40
H: 0.25 2.36 -4.56
H: 2.42 2.50 -6.27
H: 2.44 3.09 -4.66
H: 3.75 2.10 -5.26
H: -0.33 -1.58 -5.15
H: 0.23 -3.13 -5.92
H: 0.01 -1.64 -6.83
H: 2.23 -0.08 -7.84
C: 5.00 0.71 -0.10
C: 5.53 1.49 1.10
C: 6.54 2.47 0.35
C: 5.96 3.74 -0.16
C: 4.97 4.42 0.88
C: 3.98 3.57 1.60
N: 4.57 2.24 1.98
O: 3.74 1.44 2.78
C: 3.44 4.41 2.82
C: 2.77 3.17 0.68
C: 6.33 0.59 2.00
H: 4.20 0.13 0.36
H: 5.77 0.05 -0.50
H: 4.74 1.34 -0.95
H: 7.31 2.88 0.99
H: 7.13 1.99 -0.43
H: 5.42 3.59 -1.10
H: 6.75 4.49 -0.31
H: 4.46 5.30 0.47
H: 5.63 4.81 1.65
H: 2.50 4.03 3.22
H: 4.13 4.40 3.66
H: 3.41 5.48 2.63
H: 3.00 2.65 -0.25
H: 2.06 2.57 1.24
H: 2.36 4.11 0.29
H: 5.57 -0.17 2.17
H: 6.71 0.96 2.95
H: 7.15 0.15 1.44
H: 3.22 1.06 2.07
C: -6.33 -3.52 2.99
C: -5.08 -2.52 2.98
C: -4.08 -3.10 1.90
C: -4.42 -2.93 0.39
C: -4.80 -1.40 0.09
C: -5.83 -0.84 1.13
N: -5.41 -1.14 2.51
O: -6.02 -0.39 3.50
C: -5.76 0.69 0.88
C: -7.16 -1.40 0.67
C: -4.31 -2.57 4.27
H: -7.16 -2.85 3.22
H: -6.43 -4.01 2.02
H: -6.41 -4.13 3.90
H: -3.14 -2.55 1.94
H: -3.76 -4.10 2.21
H: -3.57 -3.40 -0.10
H: -5.25 -3.50 -0.03
H: -5.14 -1.40 -0.95
H: -3.86 -0.86 -0.05
H: -6.14 1.38 1.63
H: -6.22 0.91 -0.09
H: -4.74 1.02 0.71
H: -7.64 -0.64 0.06
H: -7.87 -1.76 1.42
H: -6.90 -2.32 0.15
H: -3.27 -2.26 4.17
H: -4.80 -1.90 4.98
H: -4.13 -3.57 4.68
H: -6.88 -0.76 3.70
C: 0.10 -3.99 3.39
C: 1.41 -4.64 2.96
C: 1.46 -4.97 1.44
C: 2.78 -5.16 0.85
C: 3.73 -4.05 1.19
C: 3.82 -3.74 2.79
N: 2.43 -3.62 3.40
O: 2.50 -3.32 4.73
C: 4.59 -4.93 3.42
C: 4.77 -2.60 2.96
C: 1.50 -6.04 3.77
H: -0.67 -4.76 3.36
H: -0.10 -3.23 2.63
H: 0.10 -3.68 4.43
H: 0.79 -5.80 1.21
H: 0.99 -4.15 0.88
H: 2.78 -5.20 -0.24
H: 3.21 -6.06 1.29
H: 3.56 -3.15 0.59
H: 4.65 -4.47 0.82
H: 4.59 -4.90 4.51
H: 4.19 -5.92 3.22
H: 5.61 -4.95 3.04
H: 4.74 -2.34 4.02
H: 5.68 -3.04 2.56
H: 4.35 -1.73 2.45
H: 2.05 -6.04 4.72
H: 2.05 -6.80 3.22
H: 0.52 -6.49 3.93
H: 2.52 -4.25 4.97

Summary:
2S+1: 2
<S²>: 0.756
HOMO (spin up / spin down), eV: -7.12 / -7.11
Kohn-Sham gap (spin up / spin down), eV: 7.04 / 5.64


Density functional theory data (ωB97M-V/def2-TZVPD) for a cluster of 2 separate species, C3H5N7O in total in a non-equilibrium geometry.

Atoms and positions in Å:
N: 1.85 -0.36 1.10
N: 1.00 0.71 1.33
C: 0.11 1.25 0.49
N: -0.68 2.02 1.13
N: -0.25 1.98 2.42
N: 0.76 1.21 2.54
H: 1.82 -0.95 1.95
H: 2.82 -0.01 1.05
H: 0.12 0.96 -0.56
C: -1.21 -0.73 -2.58
N: 0.17 -0.75 -2.45
C: 0.32 -1.51 -1.43
O: -0.83 -1.96 -0.93
N: -1.84 -1.44 -1.71
H: -1.71 -0.16 -3.35
H: 1.21 -1.84 -0.91

Summary:
SMILES: Nn1cnnn1.c1ncon1
HOMO, eV: -10.76
Kohn-Sham gap, eV: 11.27


Density functional theory data (ωB97M-V/def2-TZVPD) for the molecule C4H7NO in a non-equilibrium geometry.

Atoms and positions in Å:
C: -0.53 0.30 -1.69
C: -0.51 0.62 -0.18
C: 0.64 -0.06 0.56
O: 0.55 0.44 2.16
C: 0.54 -1.51 0.58
N: 0.48 -2.66 0.68
H: -1.34 0.85 -2.18
H: 0.41 0.58 -2.16
H: -0.71 -0.77 -1.87
H: -1.47 0.32 0.27
H: -0.41 1.69 -0.04
H: 1.48 0.51 1.21
H: 0.86 -0.31 2.68

Summary:
SMILES: CC[C@@H](O)C#N
HOMO, eV: -9.89
Kohn-Sham gap, eV: 10.32


Density functional theory data (ωB97M-V/def2-TZVPD) for a structure of composition FH4N2P in a non-equilibrium geometry.

Atoms and positions in Å:
N: 0.79 -1.20 0.36
N: -1.25 0.72 -0.23
F: 1.83 0.96 0.73
P: 1.05 0.19 -0.50
H: 0.25 -0.87 1.19
H: 0.06 -1.70 -0.09
H: -1.35 1.76 -0.44
H: -1.39 0.14 -1.02

Summary:
HOMO, eV: -9.07
Kohn-Sham gap, eV: 9.31


Density functional theory data (ωB97M-V/def2-TZVPD) for a structure of composition C34H46ClF3O3P4Pd in a non-equilibrium geometry.

Atoms and positions in Å:
P: -6.69 -1.93 -0.17
C: -5.93 -3.34 0.64
C: -6.62 -3.87 1.75
H: -7.43 -3.29 2.20
C: -6.29 -5.14 2.23
H: -6.84 -5.56 3.08
C: -5.28 -5.88 1.60
H: -5.09 -6.91 1.92
C: -4.51 -5.31 0.58
H: -3.68 -5.86 0.13
C: -4.81 -4.03 0.11
H: -4.21 -3.55 -0.67
C: -6.18 -0.39 0.58
C: -5.52 -0.33 1.83
H: -4.98 -1.21 2.20
C: -5.56 0.84 2.58
H: -5.11 0.86 3.57
C: -6.21 1.98 2.07
H: -6.28 2.88 2.69
C: -6.73 1.97 0.78
H: -7.20 2.87 0.37
C: -6.68 0.81 0.01
H: -7.08 0.80 -1.00
C: -6.28 -1.91 -1.91
C: -7.21 -2.53 -2.77
H: -8.03 -3.12 -2.33
C: -7.09 -2.37 -4.15
H: -7.82 -2.83 -4.82
C: -6.06 -1.58 -4.67
H: -6.00 -1.40 -5.75
C: -5.09 -1.03 -3.82
H: -4.26 -0.46 -4.24
C: -5.18 -1.22 -2.44
H: -4.40 -0.85 -1.77
Pd: -0.15 -0.11 -0.06
C: -0.62 1.93 -0.02
C: -1.83 2.45 -0.20
H: 0.25 2.59 0.20
C: -3.09 1.57 -0.42
O: -3.78 2.09 -1.58
H: -4.42 1.42 -1.89
C: -2.86 0.15 -0.62
H: -3.73 1.66 0.48
C: -1.86 -0.66 -0.61
Cl: 0.41 -2.48 0.31
P: 0.57 -0.37 -2.30
P: 0.16 -0.22 2.29
C: 2.08 -1.37 -2.46
H: 1.90 -2.31 -1.93
H: 2.89 -0.83 -1.97
H: 2.30 -1.56 -3.52
C: -0.60 -1.08 -3.49
H: -1.41 -0.36 -3.70
H: -1.03 -1.99 -3.07
H: -0.06 -1.31 -4.42
C: 0.97 1.24 -3.03
H: 1.85 1.64 -2.51
H: 0.12 1.91 -2.89
H: 1.18 1.12 -4.10
C: 1.67 -0.87 3.10
H: 2.42 -0.07 3.17
H: 2.06 -1.69 2.49
H: 1.41 -1.22 4.11
C: -0.05 1.35 3.18
H: -1.04 1.76 2.95
H: 0.73 2.05 2.84
H: 0.04 1.17 4.26
C: -1.23 -1.21 2.93
H: -1.25 -2.16 2.38
H: -2.17 -0.66 2.74
H: -1.10 -1.38 4.00
P: -2.09 4.25 -0.24
C: -0.67 5.19 0.30
C: -3.44 4.57 0.88
H: 0.24 4.89 -0.23
H: -0.52 5.10 1.38
H: -0.89 6.24 0.07
H: -4.30 3.92 0.67
H: -3.74 5.62 0.73
H: -3.11 4.43 1.92
C: -2.53 4.77 -1.89
H: -1.63 4.86 -2.51
H: -3.03 5.74 -1.80
H: -3.21 4.01 -2.30
H: -1.96 -1.73 -0.84
F: 4.89 2.70 0.92
C: 4.37 1.53 0.50
F: 4.81 1.30 -0.78
F: 4.88 0.53 1.29
C: 2.79 1.51 0.56
O: 2.23 2.44 1.15
O: 2.30 0.47 0.01

Summary:
2S+1: 5
<S²>: 6.051
HOMO (spin up / spin down), eV: -11.16 / -13.87
Kohn-Sham gap (spin up / spin down), eV: 6.04 / 5.31
Charge: +2


Density functional theory data (ωB97M-V/def2-TZVPD) for the molecule C2H2IN3 in a non-equilibrium geometry.

Atoms and positions in Å:
I: 3.05 0.18 0.03
C: 1.01 0.00 -0.04
N: -0.07 -1.45 0.09
C: -1.18 -0.81 -0.02
N: -1.23 0.52 0.06
N: 0.10 0.93 0.05
H: -2.09 -1.24 -0.09
H: 0.41 1.88 -0.08

Summary:
SMILES: Ic1ncn[nH]1
HOMO (spin up / spin down), eV: -8.92 / -8.92
Kohn-Sham gap (spin up / spin down), eV: 8.77 / 8.77


Density functional theory data (ωB97M-V/def2-TZVPD) for a cluster of 4 separate species, C5H15NO5 in total in a non-equilibrium geometry.

Atoms and positions in Å:
C: -0.27 1.30 0.14
C: 0.03 0.10 1.09
C: 1.41 0.20 1.72
O: 2.01 -0.88 2.07
C: -0.31 0.76 -1.25
N: -1.47 0.21 -1.72
C: -2.73 0.11 -1.03
O: 0.67 0.77 -2.00
H: 0.52 2.04 0.19
H: -1.19 1.78 0.45
H: -0.74 0.09 1.89
H: -0.15 -0.86 0.61
H: 1.74 1.24 1.86
H: -1.42 -0.24 -2.62
H: -2.59 0.25 0.04
H: -3.46 0.88 -1.30
H: -3.10 -0.92 -1.11
H: 1.37 -3.14 0.33
H: 1.16 -2.74 1.74
O: 0.86 -3.41 1.10
H: 2.25 -1.81 -2.32
H: 1.23 -0.81 -2.91
O: 1.45 -1.76 -2.83
H: -0.80 3.58 2.21
H: -1.86 3.08 3.14
O: -1.36 2.81 2.36

Summary:
2S+1: 2
<S²>: 0.754
HOMO (spin up / spin down), eV: 0.00 / -3.64
Kohn-Sham gap (spin up / spin down), eV: 2.79 / 6.35
Charge: -1